(1)
Here is 3 unconnected molecules or ions with the total composition C19H44O8P2 from OMol25. Energies are from ωB97M-V/def2-TZVPD.

```
! wB97M-V def2-TZVPD RIJCOSX def2/J DEFGRID3
* xyz 0 1
C 0.074 1.092 -0.909
C 0.791 -0.229 -0.672
O 1.426 -0.266 0.593
C 0.576 -0.616 1.673
C 0.891 0.260 2.869
C 2.341 0.121 3.312
C 2.735 0.881 4.587
C 2.158 2.309 4.768
P 3.442 3.577 4.529
O 3.655 3.981 6.185
C 2.754 4.901 6.774
C 3.298 6.331 6.765
P 3.477 3.312 2.235
C 3.870 5.056 1.751
C 5.117 2.493 1.984
H -0.500 1.385 -0.028
H -0.616 1.013 -1.751
H 0.791 1.883 -1.124
H 0.098 -1.074 -0.770
H 1.583 -0.365 -1.410
H 0.735 -1.676 1.917
H -0.475 -0.492 1.391
H 0.701 1.292 2.564
H 0.208 0.003 3.686
H 2.981 0.412 2.477
H 2.542 -0.939 3.500
H 3.828 0.921 4.607
H 2.457 0.297 5.464
H 1.774 2.429 5.778
H 1.369 2.519 4.049
H 4.794 3.170 4.611
H 3.013 4.905 4.271
H 2.573 4.570 7.799
H 1.779 4.865 6.265
H 3.083 6.842 7.704
H 2.884 6.931 5.954
H 4.380 6.297 6.646
H 2.984 5.507 1.307
H 4.180 5.682 2.594
H 4.665 5.072 1.006
H 5.765 3.105 1.357
H 5.636 2.314 2.933
H 4.973 1.532 1.490
C 1.610 -3.581 -3.037
C 1.282 -5.044 -3.234
O -0.138 -5.255 -3.360
C -0.651 -4.987 -4.559
O -0.041 -4.629 -5.534
O -1.969 -5.189 -4.502
C -2.668 -4.922 -5.720
H 1.055 -3.179 -2.189
H 2.676 -3.459 -2.846
H 1.350 -3.005 -3.925
H 1.563 -5.634 -2.364
H 1.783 -5.452 -4.111
H -2.229 -5.467 -6.552
H -2.651 -3.855 -5.943
H -3.691 -5.248 -5.556
C -7.899 -0.535 -5.817
C -8.477 -1.658 -4.986
O -7.589 -2.792 -4.933
C -6.581 -2.687 -4.068
O -6.374 -1.763 -3.324
O -5.838 -3.791 -4.158
C -4.701 -3.816 -3.289
H -7.643 -0.893 -6.815
H -8.633 0.265 -5.915
H -7.005 -0.127 -5.348
H -9.387 -2.054 -5.433
H -8.697 -1.332 -3.971
H -4.997 -3.631 -2.259
H -3.970 -3.070 -3.599
H -4.278 -4.811 -3.380
*
```

Properties
E_tot, Eh: -2034.917737
SMILES string: CCOCCCCC[PH2](OCC)P(C)C.CCOC(=O)OC.CCOC(=O)OC
Orbital gap, eV: 8.19
Largest force on an atom, Eh/bohr: 0.007



(2)
Here is a molecular structure, C20H21F4GaO3P from OMol25. Energies are from ωB97M-V/def2-TZVPD.

```
! wB97M-V def2-TZVPD RIJCOSX def2/J DEFGRID3
* xyz -1 1
O -2.886 1.975 0.238
C -2.186 1.688 -0.645
F -1.072 2.385 -0.810
C -2.479 0.589 -1.579
Ga -0.796 -0.521 -2.086
P -0.198 -2.201 -0.543
O 0.861 -1.476 0.595
O -1.517 -2.711 0.376
H -3.291 0.003 -1.183
H -2.810 1.056 -2.504
H -1.028 -1.153 -3.548
H 0.444 0.509 -2.152
H 1.579 -1.134 0.043
H -1.116 -3.167 1.119
F -0.475 -4.924 1.381
C -0.103 -5.589 2.486
C 0.382 -6.876 2.364
C 0.770 -7.559 3.506
C 0.662 -6.954 4.751
C 0.168 -5.660 4.854
C -0.213 -4.967 3.714
H 0.452 -7.330 1.384
H 1.159 -8.565 3.425
H 0.963 -7.491 5.642
H 0.080 -5.188 5.823
H -0.592 -3.955 3.772
F 4.086 -0.881 0.183
C 4.363 0.349 0.650
C 4.941 1.275 -0.196
C 5.220 2.544 0.289
C 4.927 2.867 1.607
C 4.348 1.920 2.441
C 4.058 0.652 1.961
H 5.166 1.001 -1.218
H 5.666 3.282 -0.364
H 5.148 3.858 1.982
H 4.120 2.170 3.469
H 3.597 -0.097 2.591
F -4.180 2.563 -4.521
C -3.857 3.792 -4.085
C -3.299 4.693 -4.971
C -2.971 5.963 -4.522
C -3.195 6.313 -3.197
C -3.753 5.392 -2.321
C -4.092 4.124 -2.766
H -3.125 4.397 -5.998
H -2.538 6.681 -5.207
H -2.933 7.304 -2.848
H -3.923 5.660 -1.287
H -4.532 3.395 -2.097
*
```

Properties
E_tot, Eh: -3666.075521
Orbital gap, eV: 5.57
Largest force on an atom, Eh/bohr: 0.080



(3)
Here is 2 unconnected molecules or ions with the total composition C5H13NO2 from OMol25. Energies are from ωB97M-V/def2-TZVPD.

```
! wB97M-V def2-TZVPD RIJCOSX def2/J DEFGRID3
* xyz 0 1
C -3.295 -0.334 -0.823
C -2.223 0.230 -0.325
C -1.306 -0.498 0.646
C -0.127 -1.216 -0.069
N -0.435 -2.626 -0.280
C 1.224 -0.943 0.713
O 1.964 0.071 0.040
H -4.033 0.206 -1.424
H -3.663 -1.340 -0.721
H -1.917 1.260 -0.460
H -1.835 -1.306 1.163
H -0.905 0.150 1.424
H 0.041 -0.670 -1.001
H 0.436 -3.137 -0.376
H -1.037 -2.984 0.446
H 0.982 -0.671 1.736
H 1.850 -1.840 0.761
H 2.281 -0.324 -0.770
O 3.834 5.558 -0.477
H 4.753 5.377 -0.381
H 3.412 5.035 0.177
*
```

Properties
E_tot, Eh: -403.481703
SMILES string: C=CC[C@H](N)CO.O
Energy above the lowest of the compared OMol25 structures with the same formula, charge and spin, kcal per mole: 59.6
Orbital gap, eV: 9.99
Largest force on an atom, Eh/bohr: 0.043



(4)
Here is a molecular structure, C3H4F2S from OMol25. Energies are from ωB97M-V/def2-TZVPD.

```
! wB97M-V def2-TZVPD RIJCOSX def2/J DEFGRID3
* xyz 0 1
C 1.528 0.774 -0.266
C -0.763 -0.927 0.310
C -0.428 0.517 -0.062
F -0.780 1.457 0.813
F -0.967 0.836 -1.281
S 2.295 -0.583 -0.442
H 1.581 1.834 -0.232
H -0.143 -1.503 -0.466
H -1.821 -1.086 0.236
H -0.503 -1.319 1.390
*
```

Properties
E_tot, Eh: -714.539565
Energy above the lowest of the compared OMol25 structures with the same formula, charge and spin, kcal per mole: 42.9
Orbital gap, eV: 8.05
Largest force on an atom, Eh/bohr: 0.110



(5)
Here is a molecular structure, C10H20F6N4O6Ti from OMol25. Energies are from ωB97M-V/def2-TZVPD.

```
! wB97M-V def2-TZVPD RIJCOSX def2/J DEFGRID3
* xyz -1 4
Ti 0.602 0.091 -0.562
C -2.062 1.372 1.929
O -2.000 0.030 1.441
O -0.906 1.999 1.592
C -3.580 1.931 1.824
F -3.778 3.217 1.440
F -4.510 1.274 1.074
F -4.147 1.812 3.015
C -2.748 -1.022 2.145
C -3.220 -2.051 1.223
H -4.036 -1.548 0.705
H -2.486 -2.334 0.469
H -3.602 -2.908 1.778
H -3.348 -0.623 2.962
H -1.965 -1.608 2.628
H -1.866 1.205 2.989
C 0.285 -2.265 -3.868
O -0.660 -1.274 -3.375
O 1.386 -1.940 -3.090
C -0.207 -3.718 -3.885
F 0.797 -4.553 -4.098
F -0.810 -4.039 -2.639
F -1.156 -4.063 -4.861
C -1.683 -0.846 -4.147
C -2.585 0.078 -3.355
H -1.970 0.823 -2.850
H -3.425 0.518 -3.892
H -3.053 -0.460 -2.532
H -2.205 -1.728 -4.519
H -1.351 -0.398 -5.084
H 0.452 -1.942 -4.895
C 3.147 -0.856 3.161
O 2.539 -1.222 2.076
N 2.650 0.030 3.985
N 4.180 -1.473 3.620
H 3.203 0.393 4.748
H 1.809 0.370 3.541
H 4.671 -1.175 4.451
H 4.314 -2.377 3.191
C 3.956 3.590 -0.069
O 3.331 2.717 -0.743
N 3.468 4.165 0.925
N 5.101 3.996 -0.313
H 3.951 4.937 1.361
H 2.486 4.035 1.121
H 5.583 4.359 0.496
H 5.447 3.484 -1.113
*
```

Properties
E_tot, Eh: -2511.995770
Energy above the lowest of the compared OMol25 structures with the same formula, charge and spin, kcal per mole: 150.6
Orbital gap (alpha / beta), eV: 5.07 / 6.47
Largest force on an atom, Eh/bohr: 0.182



(6)
Here is 16 unconnected molecules or ions with the total composition C4H41NO15 from OMol25. Energies are from ωB97M-V/def2-TZVPD.

```
! wB97M-V def2-TZVPD RIJCOSX def2/J DEFGRID3
* xyz 0 1
C 0.316 -0.957 0.099
N 0.977 0.309 -0.270
C 1.009 1.171 0.922
C 1.139 2.633 0.416
C 0.150 -1.926 -1.070
H 0.740 -1.521 0.944
H -0.755 -0.726 0.341
H 1.954 0.178 -0.510
H 0.151 1.135 1.639
H 1.836 0.959 1.608
H 1.545 3.321 1.146
H 1.731 2.741 -0.507
H 0.117 2.944 0.068
H 0.912 -2.711 -1.028
H 0.179 -1.445 -2.089
H -0.798 -2.438 -1.172
H -3.322 -0.873 1.884
H -2.448 0.353 2.237
O -2.487 -0.608 2.310
H -3.713 -2.970 0.707
H -3.681 -1.761 -0.260
O -3.962 -2.044 0.631
H -2.229 1.944 -1.369
H -3.754 2.289 -1.253
O -2.996 1.978 -0.751
H 2.876 1.139 -3.689
H 3.021 -0.220 -2.849
O 2.925 0.180 -3.755
H 1.865 -1.075 -4.725
H 1.835 -2.407 -3.869
O 1.290 -1.777 -4.347
H 0.018 3.109 4.220
H -0.650 2.780 2.823
O 0.111 2.630 3.397
H -0.609 0.550 -1.647
H -0.331 1.711 -2.694
O -1.010 1.197 -2.231
H -2.703 -0.205 -1.928
H -4.002 -0.254 -1.034
O -3.443 -0.747 -1.638
H 3.785 0.596 2.136
H 3.458 -0.905 2.317
O 4.067 -0.302 1.878
H 0.766 -0.770 3.349
H 0.829 0.727 3.706
O 1.384 -0.054 3.592
H -0.604 -3.595 2.025
H -0.425 -4.248 0.724
O -1.130 -4.164 1.378
H 4.204 -0.494 -0.050
H 4.979 -0.097 -1.255
O 4.060 -0.143 -0.959
H -2.378 2.630 0.789
H -3.088 3.039 2.089
O -2.226 2.818 1.728
H -0.056 1.792 -4.760
H 1.109 1.007 -4.067
O 0.767 1.888 -4.267
H -0.945 -1.522 2.523
H -0.549 -2.152 3.896
O -0.280 -2.088 2.963
*
```

Properties
E_tot, Eh: -1360.361914
Energy above the lowest of the compared OMol25 structures with the same formula, charge and spin, kcal per mole: 32.7
Orbital gap, eV: 9.22
Largest force on an atom, Eh/bohr: 0.042



(7)
Here is a molecular structure, C25H47ClILuNO3Si2 from OMol25. Energies are from ωB97M-V/def2-TZVPD.

```
! wB97M-V def2-TZVPD RIJCOSX def2/J DEFGRID3
* xyz 1 1
O -0.938 -1.269 -1.542
O 0.771 0.635 -3.217
C -0.282 -2.522 -2.056
C -0.979 -3.737 -1.507
H 0.772 -2.454 -1.774
H -0.316 -2.479 -3.152
H -1.081 -3.698 -0.417
H -0.380 -4.608 -1.770
H -1.974 -3.865 -1.952
C -2.135 -0.862 -2.318
C -2.050 -1.201 -3.789
H -2.237 0.220 -2.169
H -3.006 -1.338 -1.854
H -1.231 -0.650 -4.272
H -3.000 -0.920 -4.262
H -1.943 -2.279 -3.970
C 0.208 2.083 -3.035
C 2.179 0.472 -3.909
C -0.739 2.334 -4.171
H 1.077 2.753 -3.026
H -0.292 2.064 -2.059
H -0.259 2.286 -5.155
H -1.150 3.345 -4.072
H -1.585 1.633 -4.151
C 2.026 0.848 -5.339
H 2.394 -0.579 -3.738
H 2.865 1.108 -3.350
H 1.269 0.245 -5.842
H 2.974 0.641 -5.828
H 1.813 1.905 -5.484
H 0.938 0.264 -2.315
Lu -0.368 -0.452 0.571
C 1.792 -0.674 -0.474
Si 3.175 0.215 0.460
H 1.987 -1.766 -0.528
H 1.974 -0.341 -1.505
C 4.819 -0.303 -0.267
C 3.169 -0.229 2.282
C 2.990 2.060 0.137
C -2.296 -1.618 0.980
Si -3.335 -0.093 1.132
H -2.236 -2.174 1.933
H -2.661 -2.336 0.229
C -4.793 -0.086 -0.061
C -2.441 1.467 0.491
C -3.745 0.075 2.954
H 2.488 2.247 -0.824
H 3.967 2.566 0.092
H 2.393 2.558 0.914
H 4.961 -1.386 -0.170
H 5.653 0.191 0.244
H 4.879 -0.042 -1.330
H 2.334 -0.897 2.523
H 3.098 0.644 2.944
H 4.094 -0.766 2.530
H -2.506 1.615 -0.599
H -1.397 1.690 0.788
H -3.012 2.275 0.975
H -4.601 0.737 3.134
H -2.898 0.476 3.532
H -3.993 -0.905 3.393
H -5.545 0.656 0.235
H -5.279 -1.065 -0.136
H -4.452 0.189 -1.071
Cl 1.503 1.266 7.333
C 0.996 1.336 5.706
C 1.224 2.490 4.969
C 0.860 2.569 3.621
I 1.079 4.386 2.611
C 0.402 1.414 2.950
O 0.368 1.306 1.636
C 0.121 0.229 3.722
N -0.055 -0.916 2.977
C -0.180 -2.078 3.647
C -0.150 -2.157 5.043
C 0.200 -1.047 5.785
C 0.387 0.184 5.129
H 1.701 3.331 5.456
H -0.364 -2.969 3.045
H -0.382 -3.110 5.507
H 0.363 -1.136 6.851
*
```

Properties
E_tot, Eh: -3833.462662
Orbital gap, eV: 7.15
Largest force on an atom, Eh/bohr: 0.038



(8)
Here is a single C9H13ClN2 molecule from OMol25. Energies are from ωB97M-V/def2-TZVPD.

```
! wB97M-V def2-TZVPD RIJCOSX def2/J DEFGRID3
* xyz 0 1
C 1.164 2.407 -0.377
N 1.627 1.299 0.545
N 2.999 1.319 1.013
C 1.639 0.198 -0.600
C 0.295 -0.159 -1.175
C -0.775 -0.616 -0.277
C -0.761 -0.687 1.185
C -1.799 -1.232 1.882
C -3.010 -1.571 1.102
C -3.042 -1.701 -0.210
C -1.982 -1.084 -0.861
Cl -2.196 -0.941 -2.658
H 1.428 3.491 0.172
H -0.004 1.948 -0.323
H 1.675 2.567 -1.414
H 3.610 0.802 0.094
H 3.063 0.602 1.754
H 2.208 0.509 -1.464
H 1.983 -0.601 -0.139
H 0.832 -0.964 -1.742
H 0.127 0.613 -2.077
H 0.207 -0.389 1.501
H -1.602 -1.388 3.021
H -3.688 -2.388 1.755
H -3.997 -2.035 -0.706
*
```

Properties
E_tot, Eh: -920.225244
SMILES string: CN(N)CCc1ccccc1Cl
Energy above the lowest of the compared OMol25 structures with the same formula, charge and spin, kcal per mole: 110.5
Orbital gap, eV: 9.68
Largest force on an atom, Eh/bohr: 0.171